No. 1
Formula: C2H5N3S
Source: the Open Molecules 2025 dataset
Level of theory: ωB97M-V/def2-TZVPD

Last column: natural (NBO) charge in e.
Positions of all 11 atoms, in Å:
1 H -0.317 1.803 -0.149  0.3687
2 N -1.245 1.372 -0.119  -0.7049
3 C -1.197 0.094 -0.071  0.2749
4 N -2.324 -0.670 -0.028  -0.8267
5 S 0.277 -0.924 -0.158  0.3798
6 N 1.412 0.303 0.023  -0.5549
7 C 2.627 -0.016 0.032  -0.0647
8 H -3.233 -0.223 0.109  0.4021
9 H -2.339 -1.519 0.510  0.3859
10 H 3.010 -1.036 -0.172  0.1562
11 H 3.330 0.816 0.022  0.1837

Output
Energy above the lowest of the compared OMol25 structures with the same formula, charge and spin: 1.5036 eV
Kohn-Sham gap: 9.80 eV
HOMO level: -9.004 eV
LUMO level: 0.80 eV

***

No. 2
Formula: C7H11O6P
Source: the Open Molecules 2025 dataset
Level of theory: ωB97M-V/def2-TZVPD

Last column: natural (NBO) charge in e.
Positions of all 25 atoms, in Å:
1 C 3.217 0.016 0.681  -0.4177
2 C 2.992 0.925 -0.432  -0.2046
3 C 1.807 1.990 -0.309  -0.1569
4 O 0.928 2.069 -1.472  -0.7454
5 P -0.345 0.921 -1.360  2.4487
6 O -1.242 1.195 -2.589  -1.0581
7 O 0.407 -0.599 -1.397  -0.7643
8 C -0.542 -1.676 -1.426  0.0450
9 C -0.380 -2.683 -0.441  -0.4249
10 O -1.148 1.279 0.090  -0.7569
11 C -2.358 0.512 0.257  -0.1819
12 C -2.184 -0.308 1.640  0.7569
13 O -0.993 -0.557 1.975  -0.5607
14 O -3.256 -0.698 2.475  -0.7135
15 H 2.535 -0.892 0.883  0.2131
16 H 4.116 0.111 1.391  0.2068
17 H 3.697 0.876 -1.341  0.2183
18 H 1.275 1.802 0.682  0.2161
19 H 2.325 3.019 -0.230  0.2286
20 H -1.373 -1.769 -2.214  0.2276
21 H -1.031 -3.609 -0.358  0.2239
22 H 0.494 -2.602 0.302  0.2227
23 H -2.639 -0.147 -0.627  0.2427
24 H -3.247 1.224 0.424  0.2250
25 H -3.056 -0.397 3.397  0.5096

Output
Energy above the lowest of the compared OMol25 structures with the same formula, charge and spin: 3.3525 eV
Kohn-Sham gap: 7.69 eV
HOMO level: -8.064 eV
LUMO level: -0.37 eV

***

No. 3
Formula: C4H6N2
Source: the Open Molecules 2025 dataset
Level of theory: ωB97M-V/def2-TZVPD

Last column: natural (NBO) charge in e.
Positions of all 12 atoms, in Å:
1 N 3.075 0.032 -0.582  -0.3036
2 C 2.052 -0.075 -0.044  0.2763
3 C 0.632 -0.208 0.337  -0.1666
4 C -0.325 1.009 0.254  -0.3777
5 C -1.253 -0.122 -0.227  -0.2048
6 N -0.096 -0.774 -0.779  -0.5864
7 H 0.133 -0.682 1.306  0.2049
8 H -0.630 1.431 1.210  0.2068
9 H -0.010 1.781 -0.453  0.2291
10 H -2.096 -0.008 -0.921  0.2172
11 H -1.414 -0.613 0.866  0.1327
12 H -0.066 -1.771 -0.967  0.3720

Output
Energy above the lowest of the compared OMol25 structures with the same formula, charge and spin: 2.8330 eV
Kohn-Sham gap: 10.77 eV
HOMO level: -9.921 eV
LUMO level: 0.85 eV

***

No. 4
Formula: C2H7N2OS
Source: the Open Molecules 2025 dataset
Level of theory: ωB97M-V/def2-TZVPD

Last column: natural (NBO) charge in e.
Positions of all 13 atoms, in Å:
1 C -0.328 0.387 -0.045  0.5823
2 C -1.091 0.921 -1.215  -0.7389
3 N -0.838 0.263 1.159  -0.6934
4 N 0.971 0.195 -0.264  -0.7413
5 O 1.745 -2.113 1.970  -0.7129
6 S 2.924 -2.319 1.094  0.7598
7 H -0.800 0.563 -2.147  0.2636
8 H -0.917 2.027 -1.387  0.2977
9 H -2.216 0.954 -1.238  0.2721
10 H -1.854 0.300 1.059  0.4400
11 H -0.280 -0.375 1.754  0.4441
12 H 1.320 -0.119 -1.161  0.4269
13 H 1.363 -0.683 0.421  0.4002

Output
Energy above the lowest of the compared OMol25 structures with the same formula, charge and spin: 1.9805 eV
Kohn-Sham gap (spin up / spin down): 7.84 / 7.83 eV
Charge: +1
HOMO level (spin up / spin down): -13.490 / -13.486 eV
LUMO level (spin up / spin down): -5.65 / -5.66 eV

***

No. 5
Formula: C4H6ClO3P
Source: the Open Molecules 2025 dataset
Level of theory: ωB97M-V/def2-TZVPD

Last column: natural (NBO) charge in e.
Positions of all 15 atoms, in Å:
1 C 2.625 -0.132 -0.362  -0.6269
2 C 1.364 -0.124 0.532  -0.2838
3 C 0.260 0.512 0.115  -0.1648
4 C -1.115 0.589 0.550  -0.5315
5 Cl -1.924 2.259 0.271  -0.1936
6 P -2.487 -0.746 -0.294  2.3985
7 O -1.841 -2.083 -0.029  -1.2387
8 O -3.726 -0.496 0.557  -1.2447
9 O -2.548 -0.189 -1.705  -1.2403
10 H 2.597 -0.938 -1.071  0.1926
11 H 2.573 0.797 -0.885  0.1920
12 H 3.558 -0.088 0.144  0.1716
13 H 1.480 -0.937 1.318  0.1766
14 H 0.469 1.149 -0.802  0.1814
15 H -1.286 0.428 1.660  0.2116

Output
Kohn-Sham gap: 5.58 eV
Charge: -2
HOMO level: 0.383 eV
LUMO level: 5.97 eV

***

No. 6
Formula: C22H29N3
Source: the Open Molecules 2025 dataset
Level of theory: ωB97M-V/def2-TZVPD

Last column: natural (NBO) charge in e.
Positions of all 54 atoms, in Å:
1 C -3.518 -3.139 0.318  -0.5966
2 C -2.490 -2.211 -0.327  -0.2319
3 C -2.404 -2.505 -1.824  -0.6006
4 C -1.118 -2.354 0.359  -0.3984
5 C -0.456 -1.017 0.694  -0.4001
6 C -0.072 -0.213 -0.554  -0.2282
7 N 0.629 1.007 -0.233  -0.4574
8 C 2.011 1.120 -0.204  0.5915
9 N 2.740 -0.003 0.042  -0.6108
10 C 4.118 -0.135 0.139  0.2474
11 C 4.637 -1.402 0.406  -0.2800
12 C 6.001 -1.590 0.510  -0.1954
13 C 6.867 -0.521 0.351  -0.2460
14 C 6.352 0.738 0.086  -0.1854
15 C 4.989 0.940 -0.021  -0.2861
16 N 2.480 2.296 -0.389  -0.5634
17 C 1.369 3.186 -0.630  -0.2266
18 C 0.089 2.309 -0.591  -0.0333
19 C -0.926 2.837 0.433  -0.4307
20 C -2.228 2.088 0.454  -0.0275
21 C -2.680 1.482 1.620  -0.2166
22 C -3.884 0.799 1.645  -0.2089
23 C -4.655 0.708 0.500  -0.2249
24 C -4.220 1.316 -0.667  -0.2247
25 C -3.021 2.004 -0.686  -0.1719
26 H -3.202 -4.177 0.234  0.2009
27 H -3.642 -2.899 1.372  0.2049
28 H -4.484 -3.034 -0.171  0.2048
29 H -2.841 -1.183 -0.196  0.2068
30 H -2.117 -3.542 -1.990  0.2009
31 H -3.369 -2.339 -2.298  0.2064
32 H -1.673 -1.865 -2.310  0.2025
33 H -1.242 -2.904 1.294  0.2083
34 H -0.451 -2.942 -0.275  0.1946
35 H 0.436 -1.203 1.298  0.1916
36 H -1.138 -0.418 1.298  0.2192
37 H 0.540 -0.837 -1.221  0.1881
38 H -0.982 0.058 -1.094  0.2178
39 H 2.213 -0.849 0.190  0.3965
40 H 3.964 -2.241 0.532  0.2004
41 H 6.390 -2.577 0.718  0.2112
42 H 7.933 -0.669 0.432  0.2100
43 H 7.022 1.576 -0.040  0.2111
44 H 4.573 1.912 -0.225  0.2681
45 H 1.350 3.953 0.151  0.1870
46 H 1.506 3.689 -1.591  0.1948
47 H -0.386 2.258 -1.582  0.1807
48 H -1.124 3.884 0.182  0.2198
49 H -0.465 2.805 1.422  0.2182
50 H -2.087 1.556 2.521  0.2143
51 H -4.219 0.335 2.562  0.2153
52 H -5.591 0.170 0.516  0.2164
53 H -4.820 1.256 -1.563  0.2144
54 H -2.700 2.490 -1.597  0.2015

Output
Energy above the lowest of the compared OMol25 structures with the same formula, charge and spin: 0.0498 eV
Kohn-Sham gap: 8.59 eV
HOMO level: -7.865 eV
LUMO level: 0.72 eV